A) This record from OMol25 describes the ion C3H6N3O2 with charge +1. The level of theory is the ωB97M-V functional and the def2-TZVPD basis.

```
14
Properties=species:S:1:pos:R:3
N -2.1823 -0.7024 0.0431
C -0.9669 -0.1692 0.0706
N -0.7523 1.1700 0.0741
C 0.6122 1.4321 0.1267
C 1.2829 0.2449 0.0627
O 2.5838 -0.0706 0.0423
N 0.3226 -0.7130 0.1241
O 0.5215 -2.0771 0.1425
H -2.3666 -1.5708 -0.4657
H -2.9395 -0.1601 0.4794
H -1.2924 1.9575 -0.2380
H 0.7869 2.4891 0.2745
H 3.1209 0.6343 -0.4195
H 1.2693 -2.4647 -0.3168
```

Values from the calculation:
**SMILES string**: [NH2+]=c1[nH]cc(O)n1O
**Net charge**: +1
**2S+1**: 1
**Frontier orbital gap**: 0.360 hartree

Here are the natural (NBO) charges for atoms 1 to 8, given in e:
1 N -0.7903
2 C 0.5733
3 N -0.4956
4 C -0.1653
5 C 0.4210
6 O -0.6391
7 N -0.0462
8 O -0.5079



B) This record from OMol25 describes a cluster of 2 separate species, C3H6N3O2 in total. The level of theory is the ωB97M-V functional and the def2-TZVPD basis.

```
14
Properties=species:S:1:pos:R:3
C -1.2590 0.0990 1.0472
C -1.3208 -0.4314 -0.3912
C 2.4060 0.3166 0.3881
N 3.4628 0.6759 0.6951
N -1.4267 -1.5621 -1.0856
N -1.2695 0.8148 -0.2054
O 1.4070 0.0691 -0.1493
O -0.8896 1.8984 -0.8177
H -0.1611 -0.0145 1.4491
H -2.1506 -0.1656 1.6478
H 4.3604 0.4333 0.9345
H -1.6382 -1.5712 -2.1117
H 0.1023 2.0032 -0.6601
H -1.6229 -2.5654 -0.7409
```

Values from the calculation:
**Net charge**: +1
**2S+1**: 1
**Frontier orbital gap**: 0.424 hartree

Here are the natural (NBO) charges for atoms 1 to 8, given in e:
1 C -0.2279
2 C 0.5493
3 C 0.8590
4 N -0.6765
5 N -0.7511
6 N -0.0132
7 O -0.6183
8 O -0.4533



Least stable = B)



A) This record from OMol25 describes a cluster of 7 separate species, C10H35NO7 in total. The level of theory is the ωB97M-V functional and the def2-TZVPD basis.

```
53
Properties=species:S:1:pos:R:3
C -0.2630 0.1121 -2.4718
O -1.6142 0.4290 -2.7053
C -1.8286 1.0748 -3.9295
C -1.4597 2.5584 -3.9383
C -2.1695 3.2983 -2.8117
N -1.8137 3.1876 -5.2165
H 0.4114 0.7738 -3.0247
H -0.0086 -0.8831 -2.8642
H -0.0337 0.1584 -1.4147
H -1.3057 0.5547 -4.7499
H -2.8888 0.9877 -4.1942
H -0.3782 2.6615 -3.8156
H -1.9959 2.8090 -1.8511
H -3.2454 3.2786 -3.0045
H -1.8025 4.3182 -2.7191
H -2.8227 3.1809 -5.3307
H -1.4290 2.6454 -5.9855
C -1.2672 1.9623 1.0179
O -0.2221 2.8837 0.6524
H -2.1960 2.4737 1.2708
H -1.4051 1.2349 0.2235
H -0.9603 1.4072 1.9100
H -0.1111 3.4919 1.3884
C 2.3536 2.3405 -1.4030
O 1.9175 1.4298 -0.4404
H 1.5252 2.8665 -1.8993
H 2.9856 3.1287 -0.9754
H 2.9167 1.9099 -2.2324
H 1.1728 1.8161 0.0476
C 0.4442 -4.6305 4.0925
O -0.6080 -4.8515 5.0487
H 1.0567 -5.5247 3.9628
H -0.0069 -4.4177 3.1276
H 1.0184 -3.7881 4.4771
H -0.1886 -5.1455 5.8612
C -2.5970 -1.5710 3.2129
O -2.7519 -0.2828 2.6381
H -2.3165 -1.4439 4.2645
H -3.4593 -2.2405 3.2000
H -1.7745 -2.1115 2.7390
H -3.6714 -0.1259 2.4127
C 0.6292 -1.7101 0.8929
O 1.9175 -1.1192 1.0012
H 0.5997 -2.6771 1.3963
H -0.1086 -1.0615 1.3773
H 0.3297 -1.9092 -0.1419
H 1.8706 -0.2398 0.6021
C 4.9222 -2.1302 1.7064
O 3.8412 -2.9457 2.1014
H 5.8565 -2.5912 2.0233
H 4.9897 -1.9615 0.6233
H 4.8620 -1.1243 2.1446
H 3.0834 -2.4869 1.7033
```

Values from the calculation:
**SMILES string**: COC[C@H](C)N.CO.CO.CO.CO.CO.CO
**2S+1**: 1
**Frontier orbital gap**: 0.356 hartree

Here are the natural (NBO) charges for atoms 1 to 8, given in e:
1 C -0.2509
2 O -0.5460
3 C -0.0716
4 C -0.0797
5 C -0.6148
6 N -0.8235
7 H 0.1666
8 H 0.1683



B) This record from OMol25 describes a structure of composition C10H35NO7. The level of theory is the ωB97M-V functional and the def2-TZVPD basis.

```
53
Properties=species:S:1:pos:R:3
C 14.8133 -19.0960 16.7154
C 15.3363 -20.5171 16.8947
O 16.7319 -20.4890 16.8004
H 13.7237 -19.1208 16.7003
H 14.9901 -18.6403 15.7412
H 15.1012 -18.4099 17.5120
H 15.0225 -21.1424 16.0589
H 14.9371 -20.9985 17.7874
H 17.1441 -21.3506 16.8973
C 17.8710 -18.3231 18.7676
C 17.6481 -19.4549 19.8483
O 16.5204 -20.2429 19.6074
H 17.0874 -17.5889 18.9546
H 17.6667 -18.7749 17.7969
H 18.8975 -17.9564 18.7684
H 17.5237 -19.0322 20.8453
H 18.4645 -20.1760 19.8882
H 16.5593 -20.6437 18.7360
C 18.5040 -20.3452 22.2128
C 17.9705 -19.6796 23.4597
O 16.8397 -18.9391 23.0498
H 19.4043 -20.9047 22.4666
H 18.8029 -19.6452 21.4325
H 17.8046 -21.0391 21.7466
H 18.6996 -18.9565 23.8251
H 17.7780 -20.3621 24.2875
H 16.0525 -19.4024 23.3452
O 18.4180 -16.6092 20.0208
H 19.0258 -16.1003 20.5573
H 18.0252 -17.2341 20.6303
O 20.5035 -18.7128 17.8821
H 20.7526 -18.5614 16.9704
H 19.6256 -18.3386 17.9564
O 15.1911 -20.3090 21.1635
H 15.8392 -20.2326 20.4632
H 14.8595 -19.4190 21.2818
C 17.7513 -22.6051 20.7416
C 19.0336 -22.9506 19.9910
C 19.6492 -21.8384 19.0969
O 18.6032 -21.3037 18.2772
C 19.1297 -20.3460 17.3759
N 20.1030 -23.3027 20.9330
H 17.5355 -23.2653 21.5816
H 16.8428 -22.6611 20.1419
H 17.8412 -21.5639 21.0513
H 18.7930 -23.8277 19.3903
H 20.2915 -22.2924 18.3423
H 20.0464 -21.0006 19.6700
H 19.6801 -19.5518 17.8802
H 18.3099 -19.9239 16.7945
H 19.9416 -20.6945 16.7376
H 20.9560 -23.5291 20.4419
H 20.3849 -22.4817 21.4493
```

Values from the calculation:
**2S+1**: 1
**Frontier orbital gap**: 0.316 hartree

Here are the natural (NBO) charges for atoms 1 to 8, given in e:
1 C -0.6341
2 C -0.0754
3 O -0.7558
4 H 0.2177
5 H 0.2152
6 H 0.2155
7 H 0.1679
8 H 0.1725



Least stable = B)



A) This record from OMol25 describes a structure of composition C25H21ClLuN2O2. The level of theory is the ωB97M-V functional and the def2-TZVPD basis.

```
52
Properties=species:S:1:pos:R:3
C -2.6037 -1.7020 -2.9198
C -1.8347 -1.8845 -4.1303
C -1.3517 -0.6122 -4.5548
H -1.6360 -2.8293 -4.6451
C -1.7742 0.3653 -3.6103
C -2.5593 -0.2942 -2.6016
H -2.9469 0.1880 -1.6937
H -2.9344 -2.5055 -2.2406
H -0.8576 -0.3964 -5.5122
H -1.5956 1.4465 -3.6990
Lu -0.4762 -1.3300 -2.1037
Cl 0.3709 -3.5969 -2.0016
C 2.9689 -0.5010 -2.6432
C 2.4217 0.7070 -3.1788
C 1.8772 0.4079 -4.4675
H 2.3112 1.6428 -2.6538
C 2.0944 -0.9752 -4.7337
C 2.7736 -1.5434 -3.6073
H 2.9737 -2.5935 -3.4498
H 3.3421 -0.6322 -1.6345
H 1.2830 1.0890 -5.0697
H 1.6957 -1.5272 -5.5746
O 0.4008 2.2951 -1.3994
C 0.1395 1.5243 -0.4729
N -0.0468 1.8296 0.8724
C -0.1421 0.6415 1.7127
C -0.3181 -0.4201 0.6490
O -0.7102 -1.6077 0.7259
N -0.0732 0.1390 -0.5660
C 1.1577 0.4700 2.4893
C 2.0246 -0.5940 2.2473
C 3.1939 -0.7321 3.0223
C 3.4946 0.2067 4.0050
C 2.6459 1.2947 4.2183
C 1.4873 1.4288 3.4510
C -1.3838 0.6772 2.5597
C -1.4010 0.2350 3.8848
C -2.6164 0.1524 4.5870
C -3.8099 0.4918 3.9548
C -3.7931 0.9540 2.6311
C -2.5770 1.0677 1.9497
H 0.2113 2.7560 1.2008
H 1.7676 -1.3411 1.4809
H 3.8409 -1.5818 2.8202
H 4.3872 0.0926 4.6052
H 2.8681 2.0515 4.9659
H 0.7990 2.2777 3.6226
H -0.4581 -0.0696 4.3611
H -2.5926 -0.1997 5.6221
H -4.7530 0.3782 4.4882
H -4.7209 1.2124 2.1183
H -2.5645 1.4470 0.9185
```

Values from the calculation:
**Net charge**: -1
**2S+1**: 1
**Frontier orbital gap**: 0.206 hartree

Here are the natural (NBO) charges for atoms 1 to 8, given in e:
1 C -0.4755
2 C -0.3680
3 C -0.2845
4 H 0.2504
5 C -0.3387
6 C -0.4302
7 H 0.2412
8 H 0.2538



B) This record from OMol25 describes a structure of composition C25H21ClLuN2O2. The level of theory is the ωB97M-V functional and the def2-TZVPD basis.

```
52
Properties=species:S:1:pos:R:3
C -0.4372 3.2781 -2.9484
C -1.3467 4.1240 -2.2359
C -2.5041 3.3594 -1.9123
H -1.2597 5.1953 -2.0733
C -2.2839 2.0141 -2.3353
C -1.0123 1.9530 -2.9719
H -0.6122 1.0936 -3.5033
H 0.4780 3.5825 -3.4581
H -3.4719 3.7609 -1.6124
H -3.0517 1.2475 -2.3656
Lu 0.4042 2.3362 -0.9298
Cl 0.6845 4.0566 0.7578
C -2.6515 1.9652 2.7442
C -3.6019 1.4015 1.8381
C -4.1710 2.4691 1.0848
H -3.8381 0.3450 1.7204
C -3.6574 3.6993 1.5921
C -2.6763 3.3854 2.5830
H -2.0273 4.0996 3.0809
H -1.9916 1.4018 3.4014
H -4.9818 2.3652 0.3558
H -3.9601 4.6982 1.2696
O -2.4994 -0.7731 -0.2852
C -1.2891 -0.7824 -0.2665
N -0.4740 -1.9293 -0.2634
C 0.9138 -1.6010 0.0170
C 0.8318 -0.1067 -0.1611
O 1.8156 0.6848 -0.4380
N -0.4230 0.3512 -0.2672
C 1.2723 -1.9961 1.4516
C 1.5451 -1.0429 2.4337
C 1.8873 -1.4678 3.7255
C 1.9672 -2.8312 4.0303
C 1.6791 -3.7807 3.0385
C 1.3427 -3.3642 1.7477
C 1.8599 -2.0953 -1.0551
C 3.1392 -2.5679 -0.7442
C 3.9978 -2.9418 -1.7843
C 3.6140 -2.7977 -3.1186
C 2.3300 -2.3095 -3.4094
C 1.4582 -1.9602 -2.3792
H -0.8946 -2.8318 -0.0728
H 1.5166 0.0243 2.1912
H 2.0941 -0.7222 4.4955
H 2.2216 -3.1685 5.0363
H 1.7075 -4.8514 3.2484
H 1.1486 -4.0957 0.9561
H 3.4534 -2.6768 0.2935
H 4.9883 -3.3401 -1.5348
H 4.3057 -3.0614 -3.9278
H 2.0075 -2.1897 -4.4357
H 0.4529 -1.6064 -2.6041
```

Values from the calculation:
**Net charge**: -1
**2S+1**: 1
**Frontier orbital gap**: 0.153 hartree

Here are the natural (NBO) charges for atoms 1 to 8, given in e:
1 C -0.5728
2 C -0.3101
3 C -0.2396
4 H 0.2314
5 C -0.2433
6 C -0.4807
7 H 0.2233
8 H 0.2336



Least stable = B)